(1)
This record from the OMol25 dataset describes the molecule C28H35N5O4S. The level of theory is the ωB97M-V functional and the def2-TZVPD basis.

```
73
Properties=species:S:1:pos:R:3:forces:R:3:nbo_charge:R:1
C 2.062031 3.045204 -2.397141 0.17 -0.09 0.13 -0.6209
C 3.039613 2.162045 -1.626052 -0.02 0.48 -0.33 -0.2043
N 2.355226 1.106582 -0.902801 0.13 -0.25 -0.06 -0.3820
C 2.279700 -0.119910 -1.464821 -0.15 -0.37 0.03 0.1421
C 1.643180 -1.187577 -0.922358 0.02 -0.03 0.11 -0.3282
C 1.761771 -2.487831 -1.643832 0.01 0.14 0.22 0.6847
O 2.815639 -2.807183 -2.173790 0.25 -0.03 -0.25 -0.6428
N 0.681733 -3.300977 -1.628441 0.03 -0.25 -0.04 -0.4216
C -0.682097 -2.841897 -1.493853 -0.34 0.12 0.16 -0.2262
C -1.419343 -3.136192 -2.820935 -0.10 0.13 0.11 -0.2406
N -0.458467 -3.191027 -3.904711 -0.21 -0.14 -0.09 -0.4150
C 0.073287 -1.991425 -4.310806 -0.06 0.31 -0.29 0.4026
C 1.068375 -1.901694 -5.300179 0.14 0.02 0.00 -0.2894
C 1.500130 -0.656354 -5.693723 -0.07 -0.06 0.13 -0.1480
C 0.934359 0.480897 -5.124479 0.01 0.09 0.01 -0.3303
C -0.056386 0.292026 -4.181378 0.16 0.32 -0.17 0.0563
N -0.471930 -0.894734 -3.776949 -0.14 -0.36 0.14 -0.5079
C 0.370853 -4.374843 -3.796149 0.14 -0.19 -0.03 -0.2207
C 0.782965 -4.569468 -2.314410 0.25 -0.09 -0.07 -0.2434
C 1.034698 -1.094650 0.394739 0.11 0.10 -0.20 0.5819
O 0.495759 -2.019545 0.983795 0.00 0.03 0.09 -0.6081
C 1.121742 0.258515 0.977720 -0.04 0.28 0.16 -0.2113
C 0.522059 0.473990 2.220080 0.15 -0.05 0.03 -0.1265
C 0.516478 1.723152 2.786888 -0.31 -0.10 0.59 -0.3563
S -0.357209 2.017873 4.328330 -0.08 0.16 -0.04 2.3407
O 0.337761 3.062619 5.024823 0.04 0.12 -0.29 -0.9479
O -0.533571 0.765548 4.993296 -0.09 -0.13 -0.31 -0.9282
N -1.841464 2.646691 3.902484 0.89 -0.27 0.56 -0.6826
C -1.847392 4.065027 3.636808 0.18 0.47 -0.05 -0.4209
C -2.869277 1.878138 3.214577 -0.03 -0.67 -0.26 -0.0360
C -2.608614 1.685783 1.714056 -0.33 0.21 0.01 -0.4172
C -3.807775 1.003915 1.059540 0.25 -0.17 -0.03 -0.3951
C -4.076017 -0.343301 1.722093 -0.31 0.18 0.02 -0.3989
C -4.319007 -0.156808 3.216647 0.26 -0.13 -0.08 -0.3945
C -3.117921 0.522455 3.870131 -0.43 0.07 -0.01 -0.4121
C 1.139350 2.784582 2.146392 0.10 0.09 -0.12 -0.1529
C 1.757105 2.593537 0.930712 0.00 0.10 0.00 -0.2793
C 1.753758 1.330644 0.315317 -0.35 -0.16 0.57 0.2745
H 2.606716 3.818630 -2.931794 0.02 0.11 -0.07 0.2199
H 1.510368 2.444875 -3.115644 -0.04 -0.03 -0.07 0.2178
H 1.349764 3.519418 -1.726849 -0.07 0.07 0.04 0.2130
H 3.731837 1.690369 -2.326690 -0.02 0.00 0.17 0.2168
H 3.631095 2.755144 -0.924970 0.02 -0.12 -0.07 0.2080
H 2.770805 -0.238094 -2.421326 0.07 0.03 -0.04 0.2346
H -1.160700 -3.344631 -0.648686 -0.02 0.08 -0.04 0.2114
H -0.684028 -1.768466 -1.314978 -0.04 -0.14 -0.01 0.2287
H -2.141980 -2.349661 -3.031363 -0.04 -0.16 0.11 0.2421
H -1.930340 -4.100785 -2.787187 0.00 0.02 -0.01 0.1962
H 1.480949 -2.784188 -5.760395 0.02 -0.08 -0.02 0.2192
H 2.267393 -0.563934 -6.449054 0.04 -0.03 -0.06 0.2170
H 1.245754 1.469524 -5.424092 -0.01 0.10 -0.01 0.2167
H -0.556288 1.130341 -3.708896 0.04 0.14 -0.04 0.1889
H 1.261406 -4.262053 -4.409368 -0.06 -0.04 0.02 0.2162
H -0.196135 -5.240709 -4.153925 0.12 0.02 0.00 0.1979
H 0.125830 -5.280123 -1.808194 0.02 0.01 -0.02 0.1974
H 1.814464 -4.914917 -2.246273 -0.16 -0.06 -0.01 0.2475
H 0.066951 -0.363763 2.726897 -0.06 -0.13 -0.02 0.2665
H -1.637689 4.300495 2.586708 -0.04 0.04 0.00 0.1758
H -1.084439 4.514370 4.265965 -0.14 0.24 -0.10 0.2467
H -2.820111 4.480475 3.904176 -0.01 -0.05 -0.01 0.2049
H -3.789151 2.472555 3.321354 0.14 -0.02 0.04 0.1969
H -2.424353 2.651112 1.236257 0.09 0.01 -0.02 0.2033
H -1.724840 1.063470 1.572531 -0.04 0.04 -0.04 0.2065
H -3.613426 0.864904 -0.006114 -0.06 0.07 -0.03 0.2095
H -4.689870 1.641385 1.159111 -0.07 0.04 -0.05 0.1917
H -4.942275 -0.819185 1.257836 0.04 -0.08 -0.03 0.2070
H -3.213069 -0.995743 1.574211 0.05 -0.10 -0.04 0.2006
H -4.489488 -1.125226 3.688763 -0.07 0.01 0.06 0.2134
H -5.214521 0.451589 3.366439 -0.09 -0.01 0.03 0.1897
H -2.239123 -0.110070 3.763246 -0.03 -0.06 -0.01 0.2196
H -3.286883 0.665635 4.937429 0.06 -0.03 0.04 0.2240
H 1.145676 3.749485 2.627667 0.07 0.17 -0.02 0.2404
H 2.239720 3.434716 0.461770 0.05 0.07 -0.07 0.2207
```
Forces are in eV/Å.

Output
Gap between HOMO and LUMO = 0.301 Ha
HOMO = -0.29990 hartree
Multiplicity = 1
Energy relative to the best compared isomer or geometry (same formula, charge and spin) = 173.0 kJ/mol
LUMO energy = 0.04 eV
Molecular weight = 537.69 g/mol

(2)
This record from the OMol25 dataset describes a cluster of 7 separate species, C28H35N7 in total. The level of theory is the ωB97M-V functional and the def2-TZVPD basis.

```
70
Properties=species:S:1:pos:R:3:forces:R:3:nbo_charge:R:1
C 7.523000 31.116000 36.672000 -5.10 -0.53 0.55 -0.2979
C 7.230000 29.876000 35.890000 -2.28 0.59 2.06 -0.3039
C 5.768000 29.539000 36.216000 2.97 2.03 -0.96 -0.1239
N 5.272000 30.592000 37.028000 1.51 -0.62 -0.97 -0.5092
C 6.196000 31.589000 37.365000 3.34 -4.88 -3.94 -0.0891
H 8.400000 31.736000 36.734000 0.23 -0.26 -0.17 0.2206
H 7.991000 29.235000 35.239000 -2.04 1.66 1.63 0.2460
H 5.069000 28.820000 35.672000 1.21 1.14 1.30 0.2322
H 4.312000 30.571000 37.345000 0.20 0.17 -0.05 0.4147
H 5.885000 32.458000 37.870000 0.01 0.70 0.62 0.2135
C 4.942000 27.068000 33.436000 -0.62 2.64 -1.35 -0.2779
C 6.402000 26.969000 33.294000 -5.44 -2.32 -6.22 -0.3092
C 6.450000 26.556000 31.834000 -8.30 5.36 6.46 -0.0286
N 5.229000 26.830000 31.171000 -0.78 0.01 -1.85 -0.5603
C 4.202000 27.263000 32.028000 4.08 -2.45 4.48 -0.1510
H 4.513000 27.300000 34.457000 0.01 -0.32 -1.67 0.2159
H 7.168000 26.889000 34.007000 0.65 -0.17 0.74 0.2301
H 7.192000 26.227000 31.410000 7.52 -3.11 -4.98 0.1794
H 4.984000 26.824000 30.029000 1.60 -0.46 4.03 0.4704
H 3.121000 27.216000 31.791000 1.14 0.21 0.10 0.2338
C 5.370000 22.512000 31.389000 -4.48 -0.60 0.40 -0.3405
C 4.730000 21.142000 31.205000 -2.51 3.34 2.67 -0.2716
C 3.406000 21.191000 31.988000 5.60 1.68 -2.66 -0.1589
N 3.448000 22.516000 32.538000 -5.92 -3.42 1.03 -0.5021
C 4.374000 23.347000 32.119000 3.86 -3.58 -1.95 -0.0370
H 6.109000 23.001000 30.774000 0.39 -0.41 0.14 0.2156
H 5.117000 20.320000 30.606000 -0.19 0.28 0.26 0.2188
H 2.507000 20.566000 31.799000 0.84 0.73 0.93 0.2289
H 2.577000 22.642000 33.164000 2.32 0.86 -1.43 0.4172
H 4.374000 24.374000 32.312000 0.14 1.24 0.59 0.2281
C 9.823000 26.274000 31.854000 1.36 0.69 -4.27 -0.3191
C 10.430000 25.150000 31.005000 -2.38 2.97 -2.95 -0.2843
C 10.600000 25.759000 29.559000 -0.65 2.65 7.48 -0.0937
N 10.413000 27.219000 29.756000 -1.17 -2.83 1.26 -0.5749
C 9.814000 27.481000 31.011000 2.12 -2.66 -0.22 -0.0653
H 9.412000 26.134000 32.855000 0.28 0.25 -0.46 0.2374
H 10.275000 24.048000 31.316000 0.65 2.04 -0.92 0.2451
H 10.848000 25.494000 28.599000 0.88 -1.24 -1.69 0.2096
H 10.732000 28.063000 29.224000 -0.37 -1.80 0.24 0.4295
H 9.692000 28.554000 31.016000 -0.67 -0.01 1.51 0.2255
C 6.722000 31.711000 30.531000 0.56 -0.06 1.53 -0.3229
C 6.340000 32.081000 31.958000 -0.08 -8.65 -3.33 -0.2943
C 5.996000 30.746000 32.552000 -0.38 1.73 -1.33 -0.0854
N 6.180000 29.755000 31.526000 0.88 3.80 1.52 -0.5151
C 6.721000 30.259000 30.386000 -1.04 3.48 -0.05 -0.1004
H 7.059000 32.529000 29.809000 -0.45 -1.68 0.91 0.2179
H 6.245000 33.012000 32.343000 -0.18 2.47 1.27 0.2108
H 5.489000 30.521000 33.587000 1.36 0.21 -2.44 0.2383
H 5.938000 28.818000 31.479000 -0.63 -1.88 1.06 0.4293
H 6.812000 29.587000 29.502000 0.08 0.87 0.85 0.2085
C 5.992000 25.032000 27.879000 1.16 5.02 0.12 -0.2878
C 5.502000 26.290000 27.107000 6.47 0.26 3.49 -0.3445
C 6.605000 27.312000 27.389000 -2.46 -0.69 -1.51 -0.0653
N 7.492000 26.792000 28.261000 0.25 -2.87 1.39 -0.5316
C 7.204000 25.453000 28.680000 -4.53 0.62 -4.58 -0.1269
H 5.365000 24.148000 27.803000 0.68 -0.13 0.58 0.2344
H 4.797000 26.450000 26.339000 -0.82 -0.19 -0.40 0.2235
H 6.822000 28.385000 26.957000 -0.76 -2.47 0.95 0.2261
H 8.396000 27.150000 28.576000 -0.65 0.38 -0.28 0.4362
H 7.836000 24.822000 29.252000 0.58 0.09 0.47 0.2351
C 1.276000 28.128000 35.777000 -0.06 0.57 -2.61 -0.3344
C 2.231000 29.095000 34.956000 -1.90 -1.44 -2.62 -0.3215
C 1.747000 29.023000 33.538000 -1.67 -2.03 6.79 -0.1022
N 0.585000 28.196000 33.631000 -0.47 0.95 -4.87 -0.4960
C 0.266000 27.651000 34.798000 12.17 7.06 2.16 -0.0318
H 1.295000 27.729000 36.853000 0.24 1.15 -1.88 0.2351
H 3.159000 29.797000 35.092000 -2.00 -1.83 0.54 0.2402
H 2.083000 29.481000 32.657000 0.20 0.43 -0.92 0.2269
H -0.084000 28.033000 32.788000 1.95 0.54 2.04 0.4091
H -0.518000 27.204000 34.906000 -8.53 -5.30 1.39 0.1747
```
Forces are in eV/Å.

Output
Gap between HOMO and LUMO = 0.300 Ha
HOMO = -0.28013 hartree
Multiplicity = 1
Energy relative to the best compared isomer or geometry (same formula, charge and spin) = 1468.4 kJ/mol
LUMO energy = 0.53 eV
Molecular weight = 469.64 g/mol

(3)
This record from the OMol25 dataset describes a structure of composition C28H36AsFeN3OS6Se. The level of theory is the ωB97M-V functional and the def2-TZVPD basis.

```
77
Properties=species:S:1:pos:R:3:forces:R:3:lowdin_spin:R:1
Fe -0.307310 0.913244 -0.371194 0.74 -0.76 -0.45 3.7629
C -2.645954 1.318565 -1.258512 -0.31 -0.13 -0.16 0.3645
C -2.990166 1.861421 -0.021783 -0.15 0.22 0.53 0.0430
C -3.020986 3.271442 0.189496 0.01 -0.19 -0.12 0.1278
C -3.296399 3.799840 1.419785 -0.16 -0.04 0.16 -0.0246
C -3.555420 2.952193 2.511357 0.13 -0.40 -1.16 0.1387
C -3.607829 1.561012 2.314283 -0.08 0.14 0.13 -0.0244
C -3.352129 1.030296 1.080695 0.07 0.04 -0.21 0.1231
C -3.773642 3.492472 3.789017 -0.08 0.28 0.67 0.0190
N -3.917751 3.932396 4.839827 -0.02 0.11 0.26 0.0789
H -2.540004 1.977492 -2.104589 0.14 0.01 -0.13 0.0163
H -2.881897 0.283671 -1.464634 0.10 -0.05 0.00 0.0159
H -2.832759 3.919092 -0.654235 0.09 0.10 -0.02 0.0049
H -3.327876 4.869641 1.565301 0.05 0.05 0.00 -0.0038
H -3.879440 0.928321 3.147372 0.01 -0.08 0.02 -0.0040
H -3.423933 -0.035620 0.915745 -0.02 -0.02 0.02 0.0042
C -2.094052 -2.671342 -1.750097 0.08 0.09 0.08 0.0080
As -0.607985 -1.406604 -2.033424 -0.18 -0.42 -0.73 0.0415
C 0.787662 -2.780899 -2.276854 0.08 0.15 0.18 0.0130
C -0.999993 -1.051801 -3.935033 0.04 0.02 0.13 0.0041
H -2.111916 -3.392559 -2.567177 0.03 0.03 -0.01 0.0014
H -3.058329 -2.167065 -1.714158 -0.03 0.08 -0.01 -0.0002
H -1.949070 -3.210681 -0.814409 0.04 0.02 0.04 0.0000
H 0.788996 -3.151554 -3.301332 -0.12 0.10 -0.02 0.0015
H 0.579698 -3.613376 -1.605843 -0.07 0.05 0.02 0.0003
H 1.778424 -2.394368 -2.043674 -0.08 0.09 0.01 0.0007
H -1.105878 -1.990020 -4.477879 -0.04 -0.06 0.07 0.0009
H -0.204539 -0.476972 -4.406394 0.06 0.03 0.11 0.0001
H -1.932081 -0.494068 -4.023688 -0.05 0.03 0.03 -0.0001
C 2.958997 3.578128 -0.012309 0.21 -0.40 -0.65 0.0008
N 2.603290 4.033280 1.302654 -0.61 0.12 0.71 0.0040
C 3.357961 4.858403 2.089969 0.03 0.37 0.54 0.0015
C 2.652682 5.096611 3.223534 0.72 0.24 -0.24 0.0021
N 1.477530 4.409668 3.128389 0.10 -0.38 -0.81 0.0056
C 0.401805 4.418587 4.080006 -0.63 -0.14 0.34 0.0020
C 1.455694 3.748435 1.950801 0.20 -0.40 -0.56 0.0115
Se 0.051864 2.660776 1.401098 -0.56 0.47 0.76 0.0507
H 3.711291 4.241138 -0.433917 -0.04 0.08 0.08 0.0000
H 2.073655 3.580559 -0.651749 0.13 0.02 0.12 0.0001
H 3.351063 2.559189 0.022310 -0.09 0.17 -0.01 0.0008
H 4.321705 5.212064 1.784439 0.12 0.06 -0.05 0.0001
H 2.897728 5.696765 4.075573 0.01 0.09 0.14 0.0003
H 0.637972 5.096676 4.894814 0.08 0.00 -0.03 0.0001
H 0.237079 3.414716 4.472641 0.02 0.06 0.01 0.0006
H -0.517047 4.744933 3.590835 0.05 0.00 0.07 0.0006
C 0.707667 -7.023523 1.126505 0.03 -0.08 0.04 0.0000
C 0.187831 -5.640550 1.350731 -0.06 0.13 0.00 0.0001
C -1.084406 -5.444946 1.886150 0.11 -0.01 0.00 0.0001
C -1.570350 -4.174782 2.131874 -0.06 0.12 -0.01 0.0005
C -0.782705 -3.079081 1.817568 -0.33 0.24 0.07 0.0018
C 0.473619 -3.246801 1.262658 0.10 0.33 0.05 0.0003
C 0.961311 -4.523799 1.046893 -0.15 0.09 0.05 0.0001
S -1.422249 -1.420499 2.133973 1.07 -0.71 0.59 0.0110
C -0.420443 -1.107150 3.632693 -0.50 0.16 -0.44 0.0022
O -0.774725 -0.575318 1.070705 0.07 0.50 -0.42 0.0392
H -0.059313 -7.659040 0.689349 -0.01 -0.07 -0.04 0.0000
H 0.998580 -7.465897 2.079170 0.04 -0.08 0.03 0.0000
H 1.578155 -7.020572 0.476239 0.04 -0.03 -0.04 0.0000
H -1.699625 -6.300741 2.114863 -0.09 -0.13 0.04 0.0000
H -2.552998 -4.036941 2.557618 -0.15 -0.01 0.02 0.0001
H 1.059810 -2.376288 0.997251 0.09 0.05 -0.06 0.0000
H 1.954015 -4.641341 0.637375 0.06 -0.07 -0.08 0.0000
H 0.629849 -1.200547 3.380360 0.09 -0.06 -0.16 0.0001
H -0.705460 -1.830007 4.388056 -0.08 -0.17 0.08 0.0004
H -0.642724 -0.101596 3.975894 -0.05 0.14 -0.02 0.0001
C -0.766537 2.874399 -4.036548 0.15 -0.20 0.27 0.0052
S 0.336312 2.597878 -2.617034 0.10 -0.25 0.01 0.0431
C 1.484184 1.440027 -3.293238 0.40 -0.37 0.15 0.0108
C 2.214602 0.592925 -2.516963 -0.41 0.41 -0.90 0.0119
S 2.055769 0.412410 -0.822954 -0.17 -0.15 0.90 0.0679
S 3.438238 -0.348982 -3.373977 -0.43 0.39 -0.13 0.0041
C 3.107455 0.263842 -4.976959 0.08 -0.06 -0.08 0.0012
S 3.887192 -0.223820 -6.322281 -0.08 0.04 0.16 0.0002
S 1.837765 1.465321 -5.007096 0.27 -0.16 0.07 0.0038
H -1.432369 3.681146 -3.746486 -0.08 0.05 -0.01 -0.0001
H -1.327189 1.972477 -4.269726 -0.04 0.01 -0.05 0.0002
H -0.179123 3.188006 -4.896160 -0.07 0.08 0.01 0.0014
```
Forces are in eV/Å.

Output
Gap between HOMO and LUMO (spin up / spin down) = 0.274 / 0.181 Ha
HOMO (spin up / spin down) = -0.34795 / -0.34800 hartree
Multiplicity = 6
Energy relative to the best compared isomer or geometry (same formula, charge and spin) = 59.3 kJ/mol
LUMO energy (spin up / spin down) = -2.00 / -4.54 eV
Molecular weight = 832.75 g/mol
Net charge = +1